Record 1
A structure of composition C40H75BBrF4N6O4RbSSiTe, computed with ωB97M-V/def2-TZVPD.

Last column: Löwdin charge in e.
CARTESIAN COORDINATES (ANGSTROEM)
Rb 1.54 -2.23 0.57  0.801
C 0.80 3.61 3.92  -0.039
C 1.40 3.40 2.52  -0.334
C 2.93 3.32 2.63  -0.094
C 3.77 3.34 1.33  -0.542
C 5.23 3.09 1.77  -0.034
C 3.67 4.73 0.67  -0.036
N 3.35 2.26 0.43  0.005
C 4.04 2.17 -0.85  -0.181
C 3.92 0.80 -1.49  -0.178
N 2.59 0.46 -2.00  -0.109
C 2.53 -0.99 -2.22  -0.144
C 1.15 -1.56 -2.69  -0.718
O 1.04 -1.85 -3.89  -0.042
O 0.29 -1.70 -1.78  -0.211
C 2.26 1.24 -3.21  -0.326
C 2.90 0.71 -4.51  -0.048
C 0.74 1.40 -3.41  -0.086
C 0.06 2.55 -2.64  -0.562
C 0.71 3.91 -2.99  -0.041
C -1.41 2.59 -3.08  -0.042
N 0.12 2.22 -1.23  0.023
C -0.16 3.26 -0.26  -0.203
C -0.43 2.65 1.11  -0.182
N 0.80 2.27 1.79  -0.126
C 0.63 1.02 2.52  -0.074
C 1.89 0.44 3.16  -0.529
O 1.96 0.25 4.35  0.126
O 2.89 0.12 2.34  -0.063
H 1.12 4.57 4.32  0.075
H 1.11 2.81 4.60  0.080
H -0.30 3.62 3.87  0.073
H 1.16 4.29 1.93  0.127
H 3.21 2.43 3.20  0.114
H 3.25 4.18 3.23  0.121
H 5.47 3.73 2.62  0.082
H 5.94 3.32 0.97  0.072
H 5.35 2.05 2.06  0.088
H 3.95 5.51 1.38  0.081
H 2.66 4.92 0.32  0.064
H 4.35 4.80 -0.19  0.074
H 2.35 2.32 0.30  0.083
H 2.96 0.71 1.54  0.081
H 5.11 2.33 -0.68  0.113
H 3.71 2.96 -1.55  0.098
H 4.20 0.06 -0.74  0.068
H 4.68 0.74 -2.29  0.122
H 2.74 -1.49 -1.27  0.008
H 3.29 -1.32 -2.94  0.123
H 2.69 2.23 -3.05  0.104
H 2.41 -0.23 -4.80  0.066
H 3.97 0.53 -4.38  0.069
H 2.75 1.44 -5.30  0.073
H 0.25 0.48 -3.10  0.109
H 0.54 1.53 -4.47  0.123
H 0.82 4.00 -4.07  0.083
H 1.69 4.01 -2.53  0.064
H 0.08 4.73 -2.63  0.073
H -1.48 2.78 -4.16  0.079
H -1.96 3.38 -2.55  0.068
H -1.88 1.63 -2.86  0.073
H 0.94 1.67 -1.02  0.099
H -1.04 3.82 -0.59  0.112
H 0.66 4.00 -0.17  0.093
H -1.03 1.76 0.94  0.045
H -1.03 3.35 1.72  0.119
H 0.27 0.29 1.80  0.101
H -0.11 1.08 3.33  0.137
C -3.64 -2.47 2.45  -0.100
C -4.63 -1.32 2.24  -0.614
C -6.04 -1.80 2.62  -0.093
C -4.21 -0.20 3.20  -0.095
Si -4.54 -0.70 0.42  0.490
Br -2.35 -0.42 -0.09  0.644
C -5.29 1.08 0.17  -0.620
C -4.41 2.17 0.81  -0.118
C -6.69 1.18 0.79  -0.098
C -5.38 1.42 -1.32  -0.109
C -5.22 -1.97 -0.88  -0.621
C -6.75 -1.92 -0.95  -0.099
C -4.80 -3.40 -0.48  -0.102
C -4.63 -1.71 -2.27  -0.116
H -3.62 -2.76 3.51  0.096
H -2.62 -2.17 2.21  0.041
H -3.87 -3.36 1.87  0.063
H -6.04 -2.13 3.66  0.086
H -6.36 -2.64 2.00  0.059
H -6.79 -1.00 2.51  0.060
H -4.10 -0.61 4.21  0.091
H -4.94 0.61 3.24  0.059
H -3.23 0.20 2.92  0.076
H -4.34 2.07 1.89  0.060
H -4.84 3.15 0.59  0.082
H -3.40 2.14 0.40  0.033
H -6.66 1.04 1.87  0.059
H -7.38 0.44 0.37  0.064
H -7.11 2.18 0.60  0.081
H -4.40 1.34 -1.79  0.064
H -5.72 2.45 -1.44  0.082
H -6.08 0.77 -1.86  0.057
H -7.20 -2.10 0.03  0.065
H -7.11 -2.70 -1.63  0.082
H -7.11 -0.96 -1.32  0.057
H -5.27 -3.72 0.44  0.062
H -3.71 -3.47 -0.37  0.076
H -5.10 -4.09 -1.27  0.084
H -4.89 -0.73 -2.67  0.056
H -5.02 -2.47 -2.97  0.082
H -3.55 -1.80 -2.27  0.053
C -0.63 -4.58 -0.95  -0.012
C 0.74 -5.04 -1.28  -0.410
N 1.84 -4.75 -0.63  0.007
C 2.88 -5.35 -1.30  -0.136
C 2.40 -6.01 -2.39  -0.106
N 1.03 -5.81 -2.36  0.089
H -0.83 -3.65 -1.49  0.065
H -0.70 -4.36 0.12  0.079
H -1.38 -5.33 -1.22  0.076
H 3.89 -5.24 -0.95  0.067
H 2.88 -6.59 -3.16  0.094
H 0.38 -6.11 -3.06  0.145
F -0.97 -2.28 4.51  0.100
B -0.24 -2.94 3.51  -1.289
F 1.09 -3.12 3.86  0.120
F -0.85 -4.17 3.21  0.089
F -0.29 -2.13 2.32  -0.102
Te 5.24 -1.88 1.65  0.617
C 6.84 -2.91 0.83  -1.123
C 8.18 -2.76 1.10  -0.310
C 9.04 -3.62 0.36  -0.256
C 8.36 -4.45 -0.49  -0.479
S 6.66 -4.15 -0.39  0.858
H 8.53 -2.05 1.83  0.075
H 10.11 -3.63 0.46  0.080
H 8.75 -5.18 -1.18  0.036

Results
Total charge: -2
HOMO-LUMO gap, eV: 4.8
Energy above the lowest of the compared OMol25 structures with the same formula, charge and spin, kJ/mol: 0.0
Highest occupied orbital energy, eV: -1.2
LUMO energy, eV: 3.59

Record 2
A cluster of 10 separate species, C40H75BF5NO13S9 in total, computed with ωB97M-V/def2-TZVPD.

Last column: Löwdin charge in e.
CARTESIAN COORDINATES (ANGSTROEM)
C 4.74 -4.10 0.66  -0.084
O 3.49 -4.49 0.00  -0.069
B 3.75 -4.35 -1.43  -0.469
O 4.67 -5.29 -2.04  0.074
C 3.00 -3.15 -2.26  0.063
C 3.83 -2.30 -3.28  -0.095
C 5.38 -2.48 -3.57  -0.158
C 6.20 -1.11 -3.78  -0.208
C 5.89 0.03 -2.69  -0.230
C 6.93 0.12 -1.48  -0.198
C 6.60 1.51 -0.69  -0.284
N 6.89 1.45 0.77  -0.045
C 3.06 -1.19 -4.07  0.003
C 1.55 -0.86 -3.87  0.026
C 0.79 -1.70 -2.82  -0.031
C 1.50 -2.86 -2.03  0.018
C 0.57 -3.65 -0.98  -0.255
O 0.57 -4.89 -0.82  0.069
C -0.44 -2.70 -0.14  -0.013
C -0.67 -2.96 1.38  0.039
C -1.61 -1.97 2.11  -0.013
C -2.29 -0.80 1.34  0.034
C -2.07 -0.53 -0.19  -0.015
C -2.76 0.70 -0.93  -0.255
F -3.64 0.30 -1.96  0.078
F -3.51 1.41 0.09  0.032
C -1.60 1.72 -1.42  -0.285
F -1.46 1.76 -2.84  0.084
F -2.01 3.04 -1.03  0.047
F -0.35 1.50 -0.78  0.101
C -1.13 -1.52 -0.92  0.013
C -0.76 -1.42 -2.49  -0.252
O -1.60 -1.14 -3.39  0.037
H 4.99 -3.01 0.39  0.100
H 4.60 -4.19 1.80  0.106
H 5.61 -4.80 0.35  0.107
H 4.16 -6.12 -2.19  0.125
H 5.46 -3.06 -4.57  0.133
H 5.95 -3.10 -2.80  0.113
H 6.10 -0.66 -4.83  0.104
H 7.32 -1.37 -3.67  0.115
H 5.97 1.04 -3.26  0.122
H 4.84 0.01 -2.25  0.102
H 6.77 -0.72 -0.69  0.104
H 8.03 0.12 -1.83  0.114
H 5.45 1.64 -0.78  0.114
H 7.05 2.42 -1.22  0.120
H 7.88 1.29 0.97  0.056
H 6.26 0.81 1.27  0.060
H 3.65 -0.58 -4.84  0.105
H 1.10 -0.01 -4.49  0.112
H -0.15 -3.81 1.95  0.118
H -1.82 -2.09 3.23  0.067
H -2.95 -0.09 1.94  0.103
C -2.35 -4.50 7.20  -0.256
S -2.98 -2.95 6.53  0.808
O -2.68 -2.94 5.06  -0.579
C -1.75 -1.89 7.33  -0.259
H -2.96 -5.32 6.79  0.051
H -1.31 -4.64 6.91  0.056
H -2.44 -4.49 8.29  0.058
H -0.75 -2.20 7.03  0.056
H -1.86 -1.97 8.42  0.055
H -1.93 -0.86 7.03  0.051
C -7.33 -3.24 9.82  -0.268
S -6.01 -2.55 8.80  0.780
O -4.86 -2.25 9.71  -0.563
C -6.84 -0.99 8.45  -0.270
H -7.01 -4.22 10.18  0.004
H -7.54 -2.59 10.66  0.060
H -8.23 -3.36 9.21  0.056
H -7.08 -0.47 9.38  0.056
H -7.76 -1.18 7.89  0.052
H -6.17 -0.37 7.85  0.047
C -5.26 -4.57 -4.30  -0.266
S -3.48 -4.58 -4.64  0.791
O -3.12 -5.97 -5.06  -0.554
C -2.96 -4.38 -2.93  -0.269
H -5.79 -4.72 -5.24  0.050
H -5.51 -5.37 -3.61  0.057
H -5.54 -3.60 -3.87  0.052
H -3.35 -5.19 -2.32  0.063
H -3.32 -3.42 -2.55  0.049
H -1.87 -4.40 -2.90  0.042
C 9.64 4.28 1.80  -0.273
S 11.04 3.66 0.85  0.801
O 10.87 2.18 0.71  -0.567
C 12.28 3.94 2.13  -0.277
H 8.74 4.16 1.20  0.043
H 9.54 3.71 2.73  0.058
H 9.79 5.34 2.02  0.050
H 12.02 3.40 3.04  0.056
H 12.35 5.01 2.34  0.051
H 13.25 3.59 1.77  0.048
C -1.57 7.01 -4.10  -0.269
S -1.06 6.94 -2.37  0.840
O 0.20 7.74 -2.25  -0.566
C -0.60 5.19 -2.38  -0.278
H -1.87 8.03 -4.33  0.002
H -0.75 6.72 -4.75  0.065
H -2.42 6.34 -4.25  0.051
H 0.17 5.02 -3.13  0.066
H -1.48 4.59 -2.59  0.033
H -0.20 4.94 -1.39  0.049
C 2.64 7.27 -0.60  -0.280
S 4.40 7.25 -0.96  0.804
O 4.76 5.86 -1.37  -0.570
C 4.95 7.48 0.74  -0.283
H 2.09 7.10 -1.53  0.011
H 2.39 6.47 0.10  0.060
H 2.36 8.24 -0.19  0.058
H 4.56 6.67 1.37  0.054
H 4.59 8.44 1.12  0.049
H 6.04 7.46 0.76  0.042
C -5.92 -8.82 10.24  -0.268
S -6.93 -7.37 9.87  0.819
O -6.10 -6.16 10.16  -0.563
C -8.07 -7.58 11.25  -0.267
H -5.11 -8.86 9.51  0.051
H -5.51 -8.74 11.24  0.059
H -6.53 -9.72 10.15  0.053
H -7.53 -7.58 12.19  0.060
H -8.62 -8.52 11.13  0.053
H -8.78 -6.75 11.24  0.049
C -5.30 8.44 -5.25  -0.264
S -3.98 9.12 -6.28  0.827
O -2.83 9.42 -5.38  -0.561
C -4.81 10.68 -6.64  -0.269
H -4.99 7.46 -4.88  0.044
H -5.50 9.10 -4.41  0.061
H -6.21 8.32 -5.85  0.054
H -5.03 11.21 -5.71  0.059
H -5.72 10.49 -7.19  0.053
H -4.14 11.30 -7.24  0.051
C -2.53 -2.82 -9.95  -0.274
S -3.93 -2.83 -8.82  0.796
O -5.07 -2.16 -9.52  -0.563
C -3.24 -1.64 -7.65  -0.276
H -2.75 -3.47 -10.79  0.048
H -2.35 -1.80 -10.32  0.055
H -1.64 -3.19 -9.43  0.053
H -3.02 -0.70 -8.16  0.056
H -2.33 -2.05 -7.21  0.050
H -3.98 -1.46 -6.86  0.047

Results
HOMO-LUMO gap, eV: 7.3
Highest occupied orbital energy, eV: -8.4
LUMO energy, eV: -1.14

Record 3
A cluster of 6 separate species, C40H75Cl2FN6OP in total, computed with ωB97M-V/def2-TZVPD.

Last column: Löwdin charge in e.
CARTESIAN COORDINATES (ANGSTROEM)
C -2.87 4.51 -0.37  -0.100
C -1.72 4.92 -1.30  -0.256
C -2.01 4.65 -2.76  -0.212
C -1.87 3.16 -3.15  -0.196
C -0.48 2.85 -3.75  -0.175
C -0.03 1.40 -3.40  -0.197
C 1.24 1.37 -2.54  -0.217
C 0.94 1.88 -1.12  -0.131
C 0.71 0.74 -0.12  -0.238
C -0.67 0.72 0.62  -0.367
O -1.19 1.91 1.05  -0.023
C -0.36 -0.33 1.70  -0.044
N 1.12 -0.65 1.73  -0.043
C 1.36 -2.13 1.66  -0.062
C 0.99 -2.81 0.35  -0.362
C -0.41 -3.39 0.31  -0.009
F 1.87 -3.88 0.25  -0.018
C 1.86 0.29 0.84  -0.465
C 2.46 1.45 1.66  -0.635
Cl 1.24 2.21 2.76  0.799
C 3.77 1.14 2.37  -0.703
C 4.28 2.46 3.03  -0.109
Cl 3.62 -0.09 3.68  0.686
P 3.17 -0.38 -0.37  1.022
C 4.22 1.00 -1.04  -0.230
C 4.36 -1.54 0.45  -0.258
H -3.30 3.57 -0.72  0.066
H -2.45 4.31 0.62  0.062
H -3.62 5.28 -0.30  0.076
H -0.78 4.49 -0.97  0.091
H -1.60 6.00 -1.18  0.104
H -3.02 4.98 -2.99  0.110
H -1.32 5.22 -3.38  0.106
H -2.64 2.85 -3.85  0.112
H -1.98 2.55 -2.26  0.082
H -0.51 2.92 -4.84  0.110
H 0.27 3.53 -3.36  0.106
H -0.81 0.84 -2.90  0.111
H 0.17 0.86 -4.32  0.073
H 1.99 1.98 -3.05  0.108
H 1.59 0.34 -2.55  0.070
H 1.66 2.63 -0.80  0.109
H -0.01 2.39 -1.20  0.087
H 0.59 -0.13 -0.76  0.109
H -1.32 0.24 -0.11  0.097
H -2.00 2.12 0.56  0.085
H -1.04 -1.16 1.85  0.107
H -0.51 0.24 2.62  0.112
H 1.34 -0.44 2.71  0.099
H 0.72 -2.56 2.43  0.136
H 2.36 -2.39 1.97  0.112
H 1.16 -2.20 -0.54  0.108
H -0.48 -4.23 -0.37  0.094
H -1.08 -2.61 -0.05  0.072
H -0.74 -3.64 1.32  0.081
H 2.68 2.23 0.96  0.081
H 4.55 0.84 1.68  0.069
H 3.90 3.26 2.41  0.076
H 3.77 2.54 3.98  0.042
H 5.36 2.48 3.12  0.087
H 5.15 1.02 -0.47  0.040
H 3.79 1.99 -0.95  0.039
H 4.48 0.74 -2.05  0.036
H 5.33 -1.40 -0.03  0.048
H 4.44 -1.46 1.53  -0.001
H 4.04 -2.55 0.20  0.024
C -6.54 -1.75 1.29  -0.109
C -5.42 -2.58 1.91  -0.254
C -4.20 -1.72 2.28  -0.173
C -3.64 -1.07 1.09  -0.198
N -3.22 -0.56 0.16  0.188
H -6.22 -1.28 0.35  0.073
H -7.40 -2.38 1.06  0.076
H -6.85 -0.96 1.97  0.041
H -5.12 -3.36 1.21  0.112
H -5.79 -3.07 2.81  0.104
H -3.43 -2.34 2.74  0.112
H -4.49 -0.95 3.00  0.115
C 3.78 0.48 -7.33  -0.103
C 4.04 0.37 -5.83  -0.260
C 3.55 -0.97 -5.24  -0.195
C 2.11 -1.11 -5.45  -0.253
N 0.98 -1.21 -5.59  0.164
H 2.72 0.44 -7.56  0.073
H 4.17 1.42 -7.71  0.073
H 4.28 -0.33 -7.87  0.076
H 3.54 1.20 -5.32  0.099
H 5.11 0.47 -5.64  0.108
H 3.77 -1.01 -4.17  0.099
H 4.06 -1.80 -5.72  0.080
C 3.60 3.51 7.30  -0.112
C 4.75 2.68 7.88  -0.265
C 5.96 3.52 8.27  -0.185
C 6.50 4.22 7.09  -0.242
N 6.89 4.75 6.16  0.145
H 3.90 4.01 6.38  0.063
H 2.76 2.87 7.07  0.069
H 3.28 4.27 8.02  0.080
H 5.04 1.93 7.15  0.105
H 4.39 2.15 8.76  0.109
H 6.75 2.89 8.69  0.118
H 5.69 4.27 9.02  0.122
C -10.46 -1.78 4.06  -0.105
C -9.51 -2.68 4.84  -0.260
C -8.56 -1.89 5.75  -0.180
C -7.72 -0.98 4.95  -0.218
N -7.08 -0.27 4.32  0.159
H -9.92 -1.12 3.38  0.069
H -11.14 -2.38 3.45  0.075
H -11.06 -1.17 4.73  0.080
H -8.93 -3.29 4.15  0.106
H -10.09 -3.36 5.46  0.110
H -7.91 -2.57 6.30  0.117
H -9.12 -1.30 6.47  0.123
C 0.19 -5.28 -7.64  -0.107
C 1.26 -6.08 -6.90  -0.260
C 2.10 -5.21 -5.96  -0.180
C 2.81 -4.17 -6.71  -0.227
N 3.36 -3.37 -7.31  0.175
H 0.64 -4.52 -8.29  0.073
H -0.40 -5.94 -8.28  0.073
H -0.48 -4.78 -6.95  0.077
H 1.91 -6.57 -7.63  0.113
H 0.78 -6.86 -6.31  0.108
H 2.84 -5.82 -5.44  0.117
H 1.47 -4.73 -5.21  0.116

Results
Total charge: +1
HOMO-LUMO gap, eV: 9.0
Highest occupied orbital energy, eV: -11.1
LUMO energy, eV: -2.03

Number 1: molar mass 1144.01 g/mol. Number 2: molar mass 1172.44 g/mol. Number 3: molar mass 776.96 g/mol.